This record from OMol25 describes a 2-piece molecular cluster, C6H9N2O2 overall in a non-equilibrium geometry. The level of theory is ωB97M-V with the def2-TZVPD basis set.

Results
Total charge   -1
Relative energy (zero: lowest compared OMol25 entry of this formula, charge and spin)   244.1 kJ/mol
HOMO-LUMO gap   8.19 eV

Element x y z (Å)
C1 -1.5688 2.0825 -3.4192
C2 -0.7167 1.2602 -2.4345
O1 0.5480 1.1918 -2.5168
O2 -1.4274 0.9050 -1.5379
H1 -1.0017 2.0639 -4.4153
H2 -1.4375 3.0894 -2.9444
H3 -2.5655 1.9399 -3.6274
C3 1.5922 -2.6520 2.2147
C4 -0.0154 0.5895 2.2975
C5 0.7255 -1.5490 1.8623
C6 0.2963 -0.9614 0.6645
N1 0.4753 -0.6533 2.8681
N2 -0.1861 0.3984 1.0052
H4 -0.2921 1.3923 2.8669
H5 -0.3227 1.0763 0.2432
H6 0.1586 -1.3922 -0.3668
H7 1.0822 -3.5909 2.5700
H8 2.1705 -2.5198 3.1788
H9 2.4853 -2.6706 1.4911

This record from OMol25 describes a 2-piece molecular cluster, C3H8IO overall in a non-equilibrium geometry. The level of theory is ωB97M-V with the def2-TZVPD basis set.

Results
Total charge   -1
Relative energy (zero: lowest compared OMol25 entry of this formula, charge and spin)   69.0 kJ/mol
HOMO-LUMO gap   7.11 eV

Element x y z (Å)
I1 3.9073 1.2215 -0.0544
C1 -1.4157 0.3557 0.7624
C2 -0.2724 -0.4877 0.3196
C3 0.1839 -0.2760 -1.1191
O1 0.8359 -0.2858 1.2431
H1 -1.3155 1.4372 0.8541
H2 -1.9506 0.0476 1.6607
H3 -2.1975 0.2303 0.0132
H4 -0.3598 -1.5738 0.3465
H5 0.9385 -0.9867 -1.4560
H6 0.6212 0.7077 -1.2904
H7 -0.5513 -0.2186 -1.9219
H8 1.5758 -0.1714 0.6422

This record from OMol25 describes a single C4H4N2O molecule. The level of theory is ωB97M-V with the def2-TZVPD basis set.

Results
Total charge   0
Relative energy (zero: lowest compared OMol25 entry of this formula, charge and spin)   346.0 kJ/mol
HOMO-LUMO gap   8.62 eV

Element x y z (Å)
O1 -2.1710 -1.0504 -0.6800
C1 -1.7951 0.0274 -0.2832
C2 -0.3970 0.2843 0.1652
C3 0.3948 1.5544 -0.0393
N1 1.7015 1.1053 -0.0339
C4 1.7192 -0.2180 -0.0436
N2 0.5234 -0.7956 0.0778
H1 -2.4612 0.9027 -0.2002
H2 -0.4234 0.7585 1.1884
H3 2.6284 -0.8076 -0.1387
H4 0.2910 -1.7744 -0.0092

This record from OMol25 describes a 2-piece molecular cluster, C3H8O2 overall in a non-equilibrium geometry. The level of theory is ωB97M-V with the def2-TZVPD basis set.

Results
Total charge   +1
Relative energy (zero: lowest compared OMol25 entry of this formula, charge and spin)   61.9 kJ/mol
Multiplicity   2
Expectation value of S²   0.7543
HOMO-LUMO gap (alpha / beta)   8.70 / 5.07 eV

Element x y z (Å)
C1 -1.8060 0.8912 -0.2353
C2 -1.5704 -0.1836 -1.2091
C3 -0.3215 -0.5243 -1.6906
O1 -0.1029 -1.4739 -2.5359
H1 -1.7945 1.8592 -0.7610
H2 -2.7743 0.8494 0.2515
H3 -1.0588 0.9179 0.5523
H4 -2.4829 -0.7252 -1.4310
H5 0.6050 0.0118 -1.4967
H6 -0.6749 -2.2566 -2.4878
H7 4.6332 0.4165 3.2308
H8 3.2031 0.1078 3.8065
O2 4.1450 0.1097 4.0064

This record from OMol25 describes a 2-piece molecular cluster, C16H34N6O4PS overall in a non-equilibrium geometry. The level of theory is ωB97M-V with the def2-TZVPD basis set.

Results
Total charge   +1
HOMO-LUMO gap   8.53 eV

Element x y z (Å)
C1 3.2558 -1.4295 1.8504
C2 3.9265 -0.0820 1.7678
O1 4.7896 0.2466 2.5534
N1 3.5353 0.7774 0.6907
C3 4.1442 2.1023 0.8107
N2 2.1396 0.7772 0.5170
C4 1.6288 0.1660 -0.5457
P1 2.4979 -0.6717 -1.9394
N3 4.0542 -0.6899 -1.8401
N4 0.3219 0.2882 -0.4251
C5 -0.0266 0.9758 0.6968
O2 -1.2775 1.2444 0.9883
C6 -1.7601 0.9501 2.3258
C7 -2.9844 0.0199 2.3617
N5 -3.9049 0.2524 1.2567
C8 -3.9506 -0.8087 0.2487
C9 -3.1471 -0.5372 -1.0162
C10 -3.6700 -1.2786 -2.2147
O3 -3.0547 0.8382 -1.3294
C11 1.1465 1.3240 1.2858
C12 1.3644 2.1451 2.5116
C13 1.4760 3.6599 2.2174
C14 0.4211 4.2541 1.3055
S1 -1.1695 4.4665 2.1687
H1 2.8394 -1.7216 0.8916
H2 2.4353 -1.3444 2.5560
H3 3.9551 -2.1751 2.1830
H4 3.9781 2.5768 1.7647
H5 3.8534 2.7462 -0.0072
H6 5.2092 1.9563 0.7290
H7 2.0351 0.0273 -3.0706
H8 1.9666 -1.9667 -1.9599
H9 4.4414 -0.1893 -2.6299
H10 -0.2988 -0.1015 -1.1259
H11 -2.0938 1.8940 2.7169
H12 -0.9880 0.5394 2.9602
H13 -2.6862 -1.0248 2.4696
H14 -3.5062 0.2771 3.2760
H15 -4.8432 0.3308 1.6063
H16 -4.9932 -0.9729 -0.0055
H17 -3.6000 -1.7613 0.6471
H18 -2.1433 -0.8865 -0.8300
H19 -4.5606 -0.7966 -2.6036
H20 -3.8511 -2.3291 -2.0222
H21 -2.9373 -1.2367 -3.0062
H22 -3.7720 1.0669 -1.9207
H23 2.3130 1.8506 2.9470
H24 0.6187 1.9568 3.2635
H25 1.3959 4.1652 3.1739
H26 2.4459 3.9242 1.8231
H27 0.2966 3.7258 0.3688
H28 0.7433 5.2521 1.0439
H29 -2.0392 4.0737 1.2273
O4 -1.0599 -2.8442 -2.6577
C15 -0.7425 -3.8905 -3.2108
N6 -0.1843 -4.9171 -2.5241
C16 -0.9580 -4.1175 -4.6836
H30 0.0776 -5.7855 -2.9533
H31 -0.0513 -4.8085 -1.5332
H32 -0.4098 -3.3614 -5.2430
H33 -2.0195 -4.0204 -4.9032
H34 -0.6225 -5.1021 -5.0034

This record from OMol25 describes C24H29ClN4PSc as an isolated structure in a non-equilibrium geometry. The level of theory is ωB97M-V with the def2-TZVPD basis set.

Results
Total charge   +2
Relative energy (zero: lowest compared OMol25 entry of this formula, charge and spin)   0.0 kJ/mol
HOMO-LUMO gap   6.29 eV

Element x y z (Å)
Sc1 0.5290 1.0559 2.1350
Cl1 0.3455 2.6070 3.7782
P1 0.2819 1.1384 -0.6661
C1 -1.0744 0.2946 -1.5926
C2 -0.9045 -0.4552 -2.7716
C3 -2.0085 -1.0049 -3.4299
C4 -3.2965 -0.8464 -2.9060
C5 -3.4796 -0.1380 -1.7117
C6 -2.3808 0.4251 -1.0607
C7 0.0418 2.9180 -1.0614
C8 0.9081 3.8262 -0.4232
C9 0.7363 5.2005 -0.5849
C10 -0.2812 5.6865 -1.4161
C11 -1.1275 4.7855 -2.0772
C12 -0.9667 3.4068 -1.9061
C13 1.8394 0.7663 -1.5912
C14 2.9278 0.2418 -0.8608
C15 4.1618 0.0280 -1.4757
C16 4.3219 0.3136 -2.8374
C17 3.2518 0.8388 -3.5720
C18 2.0188 1.0753 -2.9523
H1 1.7192 3.4542 0.2101
H2 1.3870 5.8944 -0.0538
H3 -0.4261 6.7617 -1.5359
H4 -1.9263 5.1570 -2.7173
H5 -1.6232 2.7164 -2.4389
H6 0.0931 -0.6008 -3.1961
H7 -1.8589 -1.5740 -4.3543
H8 -4.1521 -1.2962 -3.4152
H9 -4.4813 -0.0297 -1.2857
H10 -2.5316 0.9971 -0.1410
H11 2.8054 0.0053 0.2041
H12 5.0024 -0.3574 -0.8904
H13 5.2856 0.1465 -3.3236
H14 3.3758 1.0775 -4.6335
H15 1.1966 1.5015 -3.5378
H16 0.1573 -5.2661 -4.5400
H17 0.9058 -5.2324 -4.5071
C19 -1.4078 -0.6219 3.1864
N1 -0.2791 -0.8699 2.2564
C20 -0.5025 -2.0427 1.4113
N2 -0.7416 -3.2554 2.2220
C21 -1.9149 -2.9845 3.1008
N3 -1.6956 -1.8473 4.0439
C22 -0.4902 -2.1480 4.8585
N4 0.7290 -2.3703 4.0398
C23 0.9356 -1.0950 3.1616
C24 0.4519 -3.4843 3.0905
H18 -2.3108 -0.4192 2.6036
H19 -1.1799 0.2291 3.8528
H20 0.3877 -2.1704 0.7887
H21 -1.3730 -1.8134 0.7913
H22 -2.1233 -3.9006 3.6754
H23 -2.7877 -2.7573 2.4685
H24 -0.3117 -1.3268 5.5675
H25 -0.6897 -3.0574 5.4508
H26 1.8424 -1.2804 2.5756
H27 1.0782 -0.2568 3.8866
H28 0.2755 -4.4127 3.6580
H29 1.3346 -3.6334 2.4501

This record from OMol25 describes a 2-piece molecular cluster, CH5OPS overall in a non-equilibrium geometry. The level of theory is ωB97M-V with the def2-TZVPD basis set.

Results
Total charge   0
Relative energy (zero: lowest compared OMol25 entry of this formula, charge and spin)   239.5 kJ/mol
Multiplicity   3
Expectation value of S²   2.0056
HOMO-LUMO gap (alpha / beta)   6.82 / 7.02 eV

Element x y z (Å)
C1 -0.8612 -0.8227 0.5752
O1 -0.2625 -0.7720 -0.6975
P1 1.0873 0.0572 -1.0268
S1 0.5877 2.0421 -0.5013
H1 -1.6615 -0.0809 0.6549
H2 -0.1022 -0.6297 1.3477
H3 -1.2706 -1.8229 0.7028
H4 1.8393 -0.4195 0.7146
H5 0.6436 2.4483 -1.7695

This record from OMol25 describes a single CH3NOS molecule. The level of theory is ωB97M-V with the def2-TZVPD basis set.

Results
Total charge   0
SMILES   O=CNS
Relative energy (zero: lowest compared OMol25 entry of this formula, charge and spin)   87.2 kJ/mol
HOMO-LUMO gap   10.09 eV

Element x y z (Å)
C1 0.9265 -0.2360 -0.1043
H1 -1.7972 -0.8298 0.7426
H2 0.0016 1.5815 -0.0967
H3 0.7047 -1.3109 -0.1516
N1 -0.1639 0.5991 0.0802
O1 2.0563 0.1363 -0.2231
S1 -1.7282 0.0598 -0.2470

This record from OMol25 describes a 2-piece molecular cluster, C6H9O2 overall in a non-equilibrium geometry. The level of theory is ωB97M-V with the def2-TZVPD basis set.

Results
Total charge   -1
Relative energy (zero: lowest compared OMol25 entry of this formula, charge and spin)   489.4 kJ/mol
HOMO-LUMO gap   6.05 eV

Element x y z (Å)
O1 0.8417 3.5473 -1.4530
C1 0.2574 2.6834 -0.7307
O2 -0.4231 2.9116 0.2681
C2 0.5731 1.2463 -1.1764
C3 -0.2754 0.1673 -0.4504
C4 0.1072 -0.4793 0.9193
C5 -0.7674 -2.7307 1.1715
C6 0.3359 -1.9627 1.0674
H1 0.3941 1.1573 -2.2710
H2 1.6551 1.2333 -1.0672
H3 -1.2672 0.6417 -0.3922
H4 -0.4080 -0.6563 -1.1686
H5 -0.7695 -0.2342 1.6203
H6 0.7972 0.2641 1.5011
H7 -1.8034 -2.3641 1.0280
H8 -0.7556 -3.8518 1.2264
H9 1.5079 -1.5734 -0.0925

This record from OMol25 describes a 15-piece molecular cluster, C30H90O15 overall in a non-equilibrium geometry. The level of theory is ωB97M-V with the def2-TZVPD basis set.

Results
Total charge   0
Relative energy (zero: lowest compared OMol25 entry of this formula, charge and spin)   539.4 kJ/mol
HOMO-LUMO gap   9.73 eV

Element x y z (Å)
C1 9.0401 9.0850 12.7012
C2 10.0983 10.1000 13.1497
O1 9.6393 11.4660 13.3158
H1 8.5359 9.6142 11.8945
H2 8.2901 8.8916 13.4307
H3 9.5576 8.2052 12.3875
H4 10.9138 10.0759 12.4519
H5 10.5076 9.7757 14.1160
H6 8.7088 11.4846 13.6184
C3 7.5286 7.9822 19.3764
C4 6.9456 6.9171 18.4832
O2 7.8950 5.8043 18.2005
H7 7.4344 7.8686 20.4341
H8 7.0337 8.9848 19.2385
H9 8.5981 7.9959 19.2634
H10 6.8758 7.3209 17.4424
H11 6.0189 6.4667 18.8163
H12 8.2241 5.3215 19.0077
C5 14.8052 11.5320 20.1041
C6 14.0621 12.7780 19.6425
O3 14.1077 12.9264 18.2380
H13 15.8463 11.7183 19.9267
H14 14.5204 10.6808 19.4991
H15 14.7686 11.2167 21.1759
H16 14.4238 13.7400 20.0364
H17 13.0416 12.6677 19.9226
H18 13.5292 12.2020 17.8777
C7 13.3666 8.9573 23.1927
C8 12.9165 8.4423 21.8385
O4 11.8970 9.2214 21.2698
H19 14.1245 9.6961 23.1560
H20 13.7573 8.0341 23.6549
H21 12.5253 9.3521 23.7263
H22 12.6116 7.3280 21.9490
H23 13.6883 8.3575 21.0886
H24 12.1532 9.3655 20.3478
C9 6.9329 13.2791 20.7153
C10 7.8417 13.8694 19.5734
O5 7.6754 13.1114 18.3147
H25 7.1109 13.9704 21.5610
H26 7.0602 12.2667 21.0394
H27 5.8876 13.4142 20.4348
H28 8.8578 13.8605 19.8691
H29 7.5198 14.9196 19.4022
H30 6.8425 12.6726 18.3705
C11 11.6398 6.9265 14.8373
C12 10.2653 6.4186 15.0869
O6 10.2138 5.8257 16.3666
H31 12.3635 6.1829 15.0563
H32 11.7873 7.8162 15.4673
H33 11.7498 7.3328 13.7824
H34 10.0690 5.6351 14.3593
H35 9.5242 7.2737 14.9496
H36 9.3600 5.9122 16.8174
C13 9.7835 5.3917 22.2495
C14 10.4106 4.4665 21.2422
O7 11.8438 4.6327 21.1677
H37 10.0182 6.4124 21.9966
H38 10.0752 5.1299 23.2352
H39 8.6688 5.2792 22.1696
H40 10.0133 4.5425 20.1978
H41 10.1703 3.4411 21.5687
H42 12.1207 4.3626 20.2626
C15 6.3585 5.3018 13.6092
C16 6.4809 5.7954 15.0563
O8 6.7294 7.2044 15.0807
H43 6.1024 4.2394 13.6694
H44 7.2919 5.4228 13.1487
H45 5.5712 5.8045 13.0503
H46 7.3708 5.3457 15.4857
H47 5.6707 5.4579 15.6294
H48 5.9320 7.6755 14.8422
C17 8.1492 10.5047 23.9707
C18 9.6268 10.5532 23.6514
O9 9.8775 10.9012 22.3161
H49 7.6056 11.3621 23.5276
H50 8.0800 10.5209 25.0955
H51 7.6562 9.4965 23.6044
H52 10.0850 9.5695 23.8165
H53 10.1096 11.2367 24.3964
H54 10.6819 10.4257 22.0308
C19 2.4264 9.7275 14.2423
C20 3.2816 8.8657 15.1496
O10 4.4476 8.5385 14.3175
H55 1.5659 10.0021 14.8335
H56 2.1386 9.2144 13.3348
H57 3.0214 10.5937 13.9934
H58 2.7175 7.9855 15.4589
H59 3.7506 9.4623 15.9992
H60 4.2123 7.8480 13.7015
C21 10.4943 14.0762 17.3999
C22 10.3337 13.8973 15.8343
O11 11.0260 12.7651 15.3382
H61 10.1673 15.1365 17.5836
H62 11.5394 13.9148 17.6835
H63 9.9355 13.3527 17.9258
H64 10.7414 14.8093 15.3517
H65 9.3023 13.7864 15.5718
H66 10.4857 12.3102 14.6752
C23 14.5676 9.5393 15.8962
C24 13.7464 10.7611 15.3325
O12 12.8487 11.1663 16.2808
H67 14.8286 9.7907 16.9152
H68 15.4109 9.4083 15.2380
H69 14.0714 8.5534 15.7826
H70 13.2163 10.5293 14.4302
H71 14.3829 11.6480 15.2076
H72 12.2926 11.8869 15.9244
C25 13.8298 6.1582 19.0183
C26 12.4125 6.2085 18.5301
O13 11.8675 4.9209 18.2872
H73 14.1982 7.1704 19.3168
H74 14.5013 5.7560 18.1778
H75 13.9646 5.4310 19.8150
H76 12.2893 6.8011 17.6282
H77 11.7879 6.6652 19.3463
H78 11.3382 4.9601 17.5108
C27 10.0045 9.6243 17.2546
C28 10.7879 10.1499 18.3823
O14 12.1031 9.6095 18.5357
H79 9.1081 10.2322 17.3558
H80 9.8303 8.5676 17.4885
H81 10.4535 9.7087 16.2498
H82 10.3054 10.0202 19.3538
H83 10.9816 11.2398 18.2529
H84 12.7316 9.9557 17.8808
C29 6.1826 11.8813 14.4378
C30 6.1089 12.3796 15.8442
O15 6.5961 13.7229 15.7876
H85 5.9953 10.8449 14.3687
H86 7.1250 12.1019 14.0011
H87 5.4778 12.3538 13.7828
H88 6.7147 11.7128 16.4778
H89 5.0451 12.3793 16.2022
H90 6.9756 13.9075 16.6727

This record from OMol25 describes a single C20H21ClN2O4S molecule in a non-equilibrium geometry. The level of theory is ωB97M-V with the def2-TZVPD basis set.

Results
Total charge   0
SMILES   O=C(c1cc(S(=O)(=O)N2CCOCC2)ccc1Cl)N1CCc2ccccc2C1
Relative energy (zero: lowest compared OMol25 entry of this formula, charge and spin)   0.0 kJ/mol
HOMO-LUMO gap   9.55 eV

Element x y z (Å)
O1 1.0714 2.2168 1.0675
C1 1.1892 1.0043 1.0604
N1 1.6662 0.2975 2.0981
C2 1.6934 -1.1411 2.1826
C3 1.1268 -1.6521 3.4864
C4 0.9124 -3.0181 3.6273
C5 0.4128 -3.5371 4.8059
C6 0.1220 -2.6881 5.8614
C7 0.3363 -1.3300 5.7279
C8 0.8394 -0.7978 4.5462
C9 1.0552 0.6835 4.4102
C10 2.0713 0.9745 3.3103
H1 3.0613 0.6073 3.6008
H2 2.1264 2.0429 3.0959
H3 0.1055 1.1625 4.1528
H4 1.3940 1.1052 5.3579
H5 0.1129 -0.6644 6.5492
H6 -0.2692 -3.0854 6.7858
H7 0.2489 -4.5998 4.9013
H8 1.1407 -3.6749 2.8001
H9 2.7333 -1.4910 2.0915
H10 1.1254 -1.5665 1.3512
C11 0.7973 0.2287 -0.1690
C12 -0.5317 0.2388 -0.5704
C13 -0.8923 -0.3286 -1.7738
C14 0.0392 -0.9412 -2.5885
C15 1.3679 -0.9603 -2.2038
C16 1.7401 -0.3590 -1.0098
Cl1 3.4057 -0.3315 -0.5658
H11 2.1182 -1.4208 -2.8271
H12 -0.2858 -1.3919 -3.5124
S1 -2.5980 -0.1713 -2.3103
O2 -3.4172 -0.0792 -1.1392
O3 -2.8695 -1.1972 -3.2734
N2 -2.7514 1.2838 -3.1071
C17 -2.2377 1.3557 -4.4525
H13 -2.9161 1.9738 -5.0503
C18 -0.8080 1.9482 -4.4601
H14 -0.1116 1.3076 -5.0028
O4 -0.3015 2.0387 -3.1492
C19 -1.0655 2.9156 -2.3501
H15 -0.6044 2.8835 -1.3621
C20 -2.5511 2.4740 -2.3173
H16 -3.1974 3.2611 -2.7200
H17 -2.8834 2.2345 -1.3084
H18 -0.9826 3.9384 -2.7475
H19 -0.8089 2.9460 -4.9242
H20 -2.2602 0.3378 -4.8397
H21 -1.2878 0.6887 0.0537

This record from OMol25 describes an isolated ion of composition C2H9N3 and charge +2 in a non-equilibrium geometry. The level of theory is ωB97M-V with the def2-TZVPD basis set.

Results
Total charge   +2
SMILES   [NH2+]=CNC[NH3+]
Relative energy (zero: lowest compared OMol25 entry of this formula, charge and spin)   57.2 kJ/mol
HOMO-LUMO gap   11.98 eV

Element x y z (Å)
C1 -1.6926 0.5738 -0.2228
C2 0.5883 -0.4616 -0.2905
N1 -0.3976 0.6274 -0.5185
N2 -2.1566 -0.4041 0.5605
N3 1.7628 0.1781 0.3587
H1 -2.4907 1.3656 -0.3696
H2 0.7754 -0.9756 -1.2177
H3 0.0557 -1.0167 0.4102
H4 -0.0006 1.4914 -0.8045
H5 -3.1857 -0.4787 0.5338
H6 -1.5734 -1.1382 0.8605
H7 2.3442 0.7972 -0.2198
H8 2.5144 -0.5798 0.5359
H9 1.5413 0.8278 1.2164